Entry P
Below is a cluster of 8 separate species, H17O8 in total, with properties calculated with ωB97M-V/def2-TZVPD.

```
! wB97M-V def2-TZVPD RIJCOSX def2/J DEFGRID3
* xyz 1 1
O -0.2218 -0.8917 -0.5368
H 0.7812 -0.9307 -0.0998
H -0.1768 -0.6267 -1.5208
H -0.9278 -0.3357 -0.1098
O 1.6782 0.6083 -1.4268
H 1.8812 1.3353 -0.9058
H 2.5812 0.5533 -1.7988
O 0.2792 -1.1127 -3.3618
H 0.8912 -1.6957 -3.8048
H 0.0432 -0.4097 -4.0208
O 0.5922 -0.3787 3.3972
H 0.5462 -1.2487 3.9612
H 0.8252 -0.5887 2.4362
O -1.2728 2.9173 1.5382
H -1.2488 1.9733 1.2912
H -1.8178 2.8743 2.3022
O -2.0728 0.4263 -1.4198
H -2.2148 1.4123 -1.3598
H -2.5968 -0.0207 -2.1608
O 1.8422 -1.1067 0.9172
H 2.7422 -0.7887 1.0652
H 2.1172 -1.9917 0.8472
O -1.2708 0.1083 1.2832
H -2.1418 0.0803 1.3282
H -0.8368 -0.1617 2.1592
*
```

Orbital gap   10.604 eV
HOMO   -13.9 eV
LUMO   -3.25 eV


Entry Q
Below is a cluster of 8 separate species, H17O8 in total, with properties calculated with ωB97M-V/def2-TZVPD.

```
! wB97M-V def2-TZVPD RIJCOSX def2/J DEFGRID3
* xyz 1 1
O 0.6152 -0.4226 -0.0263
H -0.0428 -1.1446 -0.3703
H 0.0452 0.3384 0.3487
H 1.0412 -0.1446 -0.8983
O -1.7188 0.8684 -1.3273
H -1.6508 1.7384 -1.0383
H -1.3678 1.1524 -2.1323
O 1.2012 -0.4486 -2.6703
H 0.5702 -0.8616 -3.1953
H 1.4902 0.2624 -3.1933
O 0.0872 1.1124 2.1987
H -0.0228 1.8574 2.6517
H -0.7678 0.7954 2.0957
O -0.8708 -2.3916 -1.3103
H -0.3368 -3.0446 -1.1243
H -0.6788 -2.3646 -2.1983
O 1.5042 -0.8446 3.5927
H 1.2932 -0.7596 4.4437
H 1.0032 -0.2436 3.0217
O -2.2518 -0.4686 1.5017
H -3.1038 -0.4696 0.9997
H -2.0898 -1.1066 2.1917
O 1.7652 1.9684 -1.1073
H 1.9162 2.5514 -1.8803
H 2.3692 2.0704 -0.5743
*
```

Orbital gap   10.277 eV
HOMO   -13.6 eV
LUMO   -3.27 eV


entry P ends up most stable, edging out the next structure by 117.6 kJ/mol.


Entry P
Below is the molecule C6H15N2, with properties calculated with ωB97M-V/def2-TZVPD.

```
! wB97M-V def2-TZVPD RIJCOSX def2/J DEFGRID3
* xyz 0 2
C 2.0025 -0.5231 -0.0160
N 0.8780 -0.1126 -0.9013
C 0.0407 0.9975 -0.3497
C -1.4161 0.5534 -0.2342
C -2.3641 1.7242 -0.2738
C -2.2658 2.9242 0.2795
C 1.8285 -1.9594 0.6354
N 0.4597 -2.5125 0.4133
H 2.9359 -0.6004 -0.6005
H 2.0931 0.1932 0.7995
H 1.2590 -0.1205 -1.8331
H 0.4708 1.3457 0.5790
H 0.0655 1.7869 -1.1158
H -1.6329 -0.1847 -1.0170
H -1.6448 0.0233 0.6965
H -3.2736 1.6614 -0.8770
H -3.0712 3.6533 0.2258
H -1.4045 3.3050 0.8276
H 2.0993 -1.8379 1.6823
H 2.5477 -2.5784 0.0993
H 0.3933 -3.5202 0.6867
H 0.2862 -2.2707 -0.5879
H -0.2874 -1.9476 0.8815
*
```

Orbital gap (spin up / spin down)   4.286 / 10.070 eV
HOMO (spin up / spin down)   -3.3 / -9.4 eV
LUMO (spin up / spin down)   0.96 / 0.71 eV


Entry Q
Below is a structure of composition C6H15N2, with properties calculated with ωB97M-V/def2-TZVPD.

```
! wB97M-V def2-TZVPD RIJCOSX def2/J DEFGRID3
* xyz 0 2
C -2.8754 0.3569 -1.2436
C -1.7078 -0.1082 -0.4347
C -0.6233 0.8544 -0.0553
C 0.8678 0.0160 -0.2179
N 3.3030 -0.8058 0.6209
C 2.7688 0.0072 -0.3818
C 1.9301 1.1101 -0.2472
N -2.7803 -0.9245 1.6968
H -3.7543 -0.1792 -0.9308
H -2.6498 0.1507 -2.2961
H -3.1627 1.3890 -1.0512
H -2.1682 -0.6395 0.6055
H -0.6558 1.2355 0.9660
H -0.5090 1.6152 -0.8116
H 0.7951 -0.5358 0.7304
H 0.7655 -0.7023 -1.0906
H 4.1603 -1.2808 0.3111
H 3.6230 -0.3668 1.4752
H 3.0144 -0.4617 -1.3619
H 2.1652 1.9706 -0.8512
H -3.7149 -1.1764 1.9669
H -1.2789 -1.0705 -0.7223
H -2.0869 -1.4452 2.2085
*
```

Orbital gap (spin up / spin down)   7.489 / 6.205 eV
HOMO (spin up / spin down)   -6.8 / -6.8 eV
LUMO (spin up / spin down)   0.73 / -0.56 eV


entry P ends up most stable, edging out the next structure by 320.7 kJ/mol.


Entry P
Below is the molecule C3H2Br2P2, with properties calculated with ωB97M-V/def2-TZVPD.

```
! wB97M-V def2-TZVPD RIJCOSX def2/J DEFGRID3
* xyz 0 1
Br 2.5133 -2.8184 1.0565
C 1.7814 -1.1141 0.8312
C 0.6228 -0.7846 0.1560
P 0.2955 0.8899 0.6926
P 2.4101 1.6594 0.7183
Br 3.4854 1.6002 -1.0406
C 2.1323 0.0766 1.6043
H -0.1749 -1.4320 -0.1854
H -0.0462 1.4755 -0.6350
*
```

Orbital gap (spin up / spin down)   7.289 / 7.289 eV
SMILES   BrC1=C[P@@H]2=P(Br)=C12
HOMO (spin up / spin down)   -8.7 / -8.7 eV
LUMO (spin up / spin down)   -1.42 / -1.42 eV


Entry Q
Below is the molecule C3H2Br2P2, with properties calculated with ωB97M-V/def2-TZVPD.

```
! wB97M-V def2-TZVPD RIJCOSX def2/J DEFGRID3
* xyz 0 1
C 0.8000 1.1252 0.3466
C -0.5613 0.8415 0.3609
C -0.3343 -1.6850 -0.5935
P -1.5308 -0.6363 0.0334
P 2.2616 0.4486 -0.2286
Br -1.6575 2.3520 0.8814
Br -0.5490 -3.4647 -1.1044
H 0.8705 2.2261 0.6683
H 0.7009 -1.2073 -0.3640
*
```

Orbital gap (spin up / spin down)   6.611 / 6.118 eV
HOMO (spin up / spin down)   -8.2 / -8.4 eV
LUMO (spin up / spin down)   -1.56 / -2.31 eV


entry P ends up most stable, edging out the next structure by 24.2 kJ/mol.


Entry P
Below is the molecule C6H8N2O3, with properties calculated with ωB97M-V/def2-TZVPD.

```
! wB97M-V def2-TZVPD RIJCOSX def2/J DEFGRID3
* xyz 0 1
C 1.9789 -1.7889 0.3249
O 1.0986 -1.1887 -0.6288
C 0.4863 -0.0278 -0.3395
N 1.3531 1.1395 -0.0568
O 0.8353 2.2304 -0.1773
O 2.4883 0.9422 0.3017
C -0.5877 0.2993 -1.3550
C -1.9176 0.7088 -0.8171
C -2.2559 0.7064 0.4699
C -1.3447 0.2358 1.4956
N -0.1600 -0.1492 1.3747
H 1.6799 -1.5144 1.3349
H 3.0074 -1.4805 0.1435
H 1.8793 -2.8638 0.1790
H -0.7128 -0.5840 -1.9901
H -0.2275 1.1163 -1.9912
H -2.6279 1.0167 -1.5706
H -3.2358 1.0235 0.7925
H -1.7372 0.1784 2.5098
*
```

Orbital gap   9.448 eV
SMILES   CO[C@@]1([N+](=O)[O-])CC=CC=N1
HOMO   -9.5 eV
LUMO   -0.04 eV


Entry Q
Below is a cluster of 2 separate species, C6H8N2O3 in total, with properties calculated with ωB97M-V/def2-TZVPD.

```
! wB97M-V def2-TZVPD RIJCOSX def2/J DEFGRID3
* xyz 0 1
C -1.5737 2.6533 0.3550
C -1.9776 2.3764 -0.8938
C -0.4335 0.9840 -0.1897
C 1.6269 -0.8286 1.1302
C 2.1994 -1.2328 -0.2134
C 0.1353 -1.9249 -0.0792
N -0.5482 1.8320 0.7706
N -1.3297 1.2307 -1.2296
O 0.4723 -1.7032 1.2155
O 1.2260 -2.0416 -0.8782
O -1.0277 -2.5862 -0.2678
H -2.0281 3.4756 0.9494
H -2.5887 3.0104 -1.5980
H 2.3097 -1.2515 1.9198
H 1.3543 0.2048 1.3016
H 2.2368 -0.3771 -0.9244
H 3.0098 -1.8269 -0.0180
H -1.6278 0.5764 -1.9013
H -1.4355 -2.5707 0.5513
*
```

Orbital gap (spin up / spin down)   7.449 / 6.811 eV
HOMO (spin up / spin down)   -7.5 / -7.1 eV
LUMO (spin up / spin down)   -0.05 / -0.30 eV


entry P ends up most stable, edging out the next structure by 21.8 kJ/mol.


Entry P
Below is the ion C3H6NS2 with charge +1, with properties calculated with ωB97M-V/def2-TZVPD.

```
! wB97M-V def2-TZVPD RIJCOSX def2/J DEFGRID3
* xyz 1 1
S -2.4308 -0.2675 -0.1944
C -0.8481 0.1090 0.7030
N 0.2198 -0.9734 0.1887
C 1.3500 -0.2905 -0.4106
C 1.2794 1.0005 -0.4193
S -0.1104 1.7724 0.4059
H -2.6491 1.0536 -0.2254
H -1.0057 -0.0132 1.7316
H -0.0886 -1.3903 -0.6236
H 0.3297 -1.6599 0.9379
H 2.0257 -0.9152 -1.0142
H 1.9281 1.5745 -1.0798
*
```

Orbital gap   9.954 eV
SMILES   S[C@H]1[NH2+]C=CS1
HOMO   -13.7 eV
LUMO   -3.74 eV


Entry Q
Below is a structure of composition C3H6NS2, with properties calculated with ωB97M-V/def2-TZVPD.

```
! wB97M-V def2-TZVPD RIJCOSX def2/J DEFGRID3
* xyz 1 1
C 1.0911 0.6875 -0.7069
C 0.7515 1.8486 -0.1576
C -0.7309 -0.2498 0.7683
N 0.0083 -0.3495 -0.5362
S -0.6523 2.0479 0.6736
S -2.2661 -1.1489 0.6423
H 2.0738 0.3326 -1.2570
H 1.4827 2.6129 -0.0549
H -0.1770 -0.4223 1.7440
H -0.7479 -0.1455 -1.2382
H 0.3671 -1.4297 -0.6855
H -3.0841 -0.1680 1.0040
*
```

Orbital gap   8.102 eV
HOMO   -13.5 eV
LUMO   -5.43 eV


entry P ends up most stable, edging out the next structure by 120.5 kJ/mol.


Entry P
Below is the molecule C4H5FS, with properties calculated with ωB97M-V/def2-TZVPD.

```
! wB97M-V def2-TZVPD RIJCOSX def2/J DEFGRID3
* xyz 0 1
C -0.0478 -0.9097 1.4864
C 0.1224 -0.6657 -0.0293
S 0.6808 -1.9235 -1.0614
C -0.2764 0.6980 -0.4487
C 0.0320 1.2913 -1.5988
F 0.7502 0.7071 -2.5571
H -0.1523 -1.9720 1.8288
H 0.8186 -0.5137 2.0042
H -0.8629 -0.3293 1.8832
H -0.8471 1.2726 0.2879
H -0.2174 2.3449 -1.7952
*
```

Orbital gap   7.761 eV
SMILES   CC(=S)/C=C\F
HOMO   -8.5 eV
LUMO   -0.72 eV


Entry Q
Below is the molecule C4H5FS, with properties calculated with ωB97M-V/def2-TZVPD.

```
! wB97M-V def2-TZVPD RIJCOSX def2/J DEFGRID3
* xyz 0 1
C -0.6027 0.4930 0.9614
C 0.4419 -0.1275 0.1184
C -1.7679 -1.5619 0.3041
C 0.2137 -0.7471 -1.0652
F -2.5048 -2.7276 0.5264
S -1.6335 -0.7140 1.7685
H -0.1568 1.0912 1.7471
H -1.2101 1.0613 0.3393
H 1.3518 -0.0984 0.7628
H -0.5437 -0.3474 -1.7224
H 1.1043 -1.1945 -1.5733
*
```

Orbital gap   8.571 eV
HOMO   -8.6 eV
LUMO   0.02 eV


entry P ends up most stable, edging out the next structure by 268.9 kJ/mol.


Entry P
Below is the molecule C15H17N3O5S, with properties calculated with ωB97M-V/def2-TZVPD.

```
! wB97M-V def2-TZVPD RIJCOSX def2/J DEFGRID3
* xyz 0 1
C 0.5393 4.5506 -5.8756
C 0.3298 3.1938 -5.3178
C 0.2721 2.7299 -4.0350
C 0.0456 1.3393 -4.1996
N -0.0957 0.3548 -3.2448
C -0.0746 0.5459 -1.8920
O 0.0694 1.6258 -1.3649
C -0.2504 -0.7105 -1.1006
C 0.2907 -1.9329 -1.4919
C 0.1340 -3.0555 -0.6949
C -0.5588 -2.9671 0.5021
C -1.0869 -1.7496 0.8880
S -1.8834 -1.6040 2.4915
O -2.8628 -0.5635 2.4362
O -2.2680 -2.9114 2.9308
N -0.6674 -1.0868 3.5027
C 0.3942 -2.0311 3.7609
C 1.1714 -1.5465 4.9882
O 1.6635 -0.2422 4.7896
C 0.6150 0.6669 4.5432
C -0.1830 0.2598 3.3014
C -0.9356 -0.6227 0.1086
N -0.0207 1.0216 -5.4728
O 0.1551 2.1699 -6.1706
H 0.6655 5.2642 -5.0677
H -0.3151 4.8400 -6.4853
H 1.4229 4.5616 -6.5116
H 0.3673 3.2617 -3.1143
H -0.2809 -0.5639 -3.6218
H 0.8600 -2.0093 -2.4072
H 0.5571 -3.9984 -1.0059
H -0.7082 -3.8239 1.1398
H -0.0672 -3.0007 3.9451
H 1.0786 -2.1012 2.9001
H 2.0424 -2.1781 5.1694
H 0.5078 -1.5686 5.8644
H 1.0832 1.6414 4.3986
H -0.0603 0.7032 5.4098
H -1.0508 0.9037 3.1640
H 0.4681 0.3183 2.4152
H -1.3636 0.3156 0.4246
*
```

Orbital gap   9.502 eV
SMILES   Cc1cc(NC(=O)c2cccc(S(=O)(=O)N3CCOCC3)c2)no1
HOMO   -9.5 eV
LUMO   0.04 eV


Entry Q
Below is the molecule C15H17N3O5S, with properties calculated with ωB97M-V/def2-TZVPD.

```
! wB97M-V def2-TZVPD RIJCOSX def2/J DEFGRID3
* xyz 0 1
C -2.0123 -2.0600 2.2157
C -3.2664 -1.9232 1.4628
O -3.1922 -1.6591 -0.0356
C -4.2588 -0.8978 -0.4250
O -5.3700 -0.7301 0.1753
C -3.7646 -0.2904 -1.9588
C -2.8130 0.8144 -1.7498
N -2.4891 1.6658 -2.5253
N -1.6577 2.7778 -2.1310
C -1.1892 2.4279 -1.0879
N -0.1050 2.9892 -0.5937
C 0.5149 3.3837 0.7688
O 1.1876 4.2397 0.8172
C 0.1948 2.1874 1.9145
O 0.3668 0.7342 1.3784
C 1.4512 0.3998 0.8035
C 2.7822 1.2753 0.5917
C 3.7444 0.6584 0.1450
C 3.6641 -0.6621 -0.6363
O 4.9369 -1.0798 -1.1483
C 4.8579 -2.5598 -1.7399
C 2.3971 -1.2715 -0.3222
C 1.4115 -0.6966 0.2068
S -1.7158 1.1166 -0.1782
H -2.2142 -2.3104 3.1843
H -1.5920 -2.6912 1.7162
H -1.4409 -1.1952 2.2539
H -3.7987 -2.7771 1.4189
H -3.9888 -1.2081 1.9540
H -4.5663 0.0601 -2.5853
H -3.2679 -1.1160 -2.1064
H 0.0574 3.8623 -1.1213
H -0.7181 2.3739 2.2090
H 0.9609 2.2727 2.5773
H 2.7372 2.1278 0.9578
H 4.7140 1.2659 -0.0813
H 4.6754 -3.0016 -1.0393
H 5.7698 -2.5512 -2.0288
H 4.1539 -2.4713 -2.4827
H 2.4209 -2.1793 -1.1529
H 0.4223 -1.3011 0.3790
*
```

Orbital gap   7.976 eV
SMILES   CCOC(=O)Cc1nnc(NC(=O)COc2ccc(OC)cc2)s1
HOMO   -7.6 eV
LUMO   0.42 eV


entry P ends up most stable, edging out the next structure by 1323.9 kJ/mol.


Entry P
Below is a cluster of 2 separate species, C4H9S in total, with properties calculated with ωB97M-V/def2-TZVPD.

```
! wB97M-V def2-TZVPD RIJCOSX def2/J DEFGRID3
* xyz -1 1
C -3.7420 -1.1239 -2.1247
S -3.6858 -2.0768 -3.5814
H -3.7196 -1.8068 -1.2367
H -2.7698 -0.4676 -1.8268
H -4.5180 -0.4624 -1.9051
C 2.5631 -0.1892 1.6115
C 2.0758 1.2422 1.4737
C 1.1342 1.4073 0.5442
H 1.8242 -1.0324 1.7898
H 3.1412 -0.4575 0.6795
H 3.1774 -0.1886 2.5506
H 2.5819 1.9798 1.9752
H 1.0539 2.5081 0.1305
H 0.8837 0.6676 -0.0803
*
```

Orbital gap   4.769 eV
HOMO   -1.9 eV
LUMO   2.91 eV


Entry Q
Below is a cluster of 2 separate species, C4H9S in total, with properties calculated with ωB97M-V/def2-TZVPD.

```
! wB97M-V def2-TZVPD RIJCOSX def2/J DEFGRID3
* xyz -1 1
S 2.5708 0.1634 0.8335
H 3.8541 -0.0108 1.1213
C -0.3797 -0.2981 1.7359
C -1.0161 -0.0563 0.4026
C -0.2548 -0.0683 -0.7004
C -0.6884 0.2765 -2.1233
H -0.1527 -1.3625 1.8803
H 0.5836 0.2910 1.7830
H -0.9467 0.0225 2.5984
H -2.1259 0.1768 0.3434
H 0.8242 -0.3438 -0.5495
H -1.7687 0.1435 -2.2668
H -0.4324 1.3775 -2.2577
H -0.0672 -0.3115 -2.8007
*
```

Orbital gap   6.668 eV
HOMO   -2.6 eV
LUMO   4.03 eV


entry Q ends up most stable, edging out the next structure by 145.7 kJ/mol.